{
  "formula": "C46H51BrN3S5ScSi4Te",
  "method": "ωB97M-V with the def2-TZVPD basis set",
  "symbols": ["Sc", "S", "C", "C", "C", "C", "C", "N", "H", "H", "H", "H", "S", "C", "C", "C", "C", "C", "C", "S", "H", "H", "H", "H", "S", "C", "C", "C", "C", "C", "C", "N", "C", "C", "C", "C", "C", "C", "C", "C", "N", "C", "C", "C", "C", "C", "S", "C", "H", "H", "H", "H", "H", "H", "H", "H", "H", "H", "H", "H", "Br", "C", "C", "C", "C", "C", "C", "H", "H", "H", "H", "C", "Si", "C", "C", "Si", "Te", "Si", "C", "C", "C", "Si", "C", "C", "C", "H", "H", "H", "H", "H", "H", "H", "H", "H", "H", "H", "H", "H", "H", "H", "H", "H", "H", "H", "H", "H", "H", "H", "H", "H", "H", "H"],
  "positions_angstrom": [[0.838, -1.134, 1.031], [3.018, -0.627, 2.533], [3.193, 0.627, 1.374], [4.283, 1.518, 1.299], [4.336, 2.432, 0.274], [3.308, 2.478, -0.671], [2.258, 1.597, -0.520], [2.196, 0.703, 0.468], [5.066, 1.449, 2.042], [5.176, 3.114, 0.198], [3.328, 3.176, -1.495], [1.412, 1.576, -1.198], [-0.628, -3.228, 0.083], [0.201, -4.737, 0.381], [-0.048, -5.811, -0.496], [0.575, -7.038, -0.361], [1.483, -7.257, 0.671], [1.731, -6.228, 1.563], [1.105, -4.988, 1.431], [1.535, -3.737, 2.607], [-0.738, -5.638, -1.312], [0.360, -7.825, -1.075], [1.984, -8.212, 0.782], [2.413, -6.374, 2.393], [1.078, 5.024, 1.281], [0.469, 6.622, 1.297], [-0.512, 6.772, 2.228], [-0.775, 5.569, 2.941], [0.011, 4.527, 2.540], [0.002, 3.137, 3.020], [0.099, 2.081, 2.093], [0.088, 0.820, 2.444], [-0.065, 0.504, 3.744], [-0.164, 1.478, 4.760], [-0.295, 1.064, 6.116], [-0.336, -0.274, 6.396], [-0.264, -1.270, 5.401], [-0.394, -2.674, 5.673], [-0.353, -3.591, 4.690], [-0.115, -3.166, 3.267], [-0.125, -1.745, 3.022], [-0.141, -0.907, 4.045], [-0.575, -5.014, 4.957], [-0.468, -5.698, 6.145], [-0.822, -7.068, 6.041], [-1.191, -7.418, 4.776], [-1.096, -6.087, 3.709], [-0.113, 2.821, 4.352], [0.853, 7.364, 0.613], [-1.043, 7.702, 2.390], [-1.542, 5.456, 3.696], [0.157, 2.285, 1.030], [-0.356, 1.810, 6.899], [-0.436, -0.601, 7.428], [-0.597, -2.983, 6.694], [-0.828, -3.646, 2.592], [-0.120, -5.236, 7.058], [-0.790, -7.766, 6.868], [-1.484, -8.391, 4.413], [-0.159, 3.611, 5.096], [5.072, -3.734, -3.971], [3.942, -3.018, -2.593], [4.116, -3.431, -1.287], [3.287, -2.897, -0.301], [2.270, -1.968, -0.563], [2.158, -1.591, -1.911], [2.970, -2.091, -2.925], [4.883, -4.156, -1.040], [3.467, -3.221, 0.719], [1.384, -0.881, -2.199], [2.846, -1.771, -3.953], [-0.232, 3.273, -5.396], [0.347, 2.643, -3.707], [1.844, 1.567, -4.073], [0.859, 4.175, -2.726], [-1.462, 1.573, -2.658], [-1.296, 0.117, -0.680], [-2.502, 0.242, -4.281], [-1.201, -0.829, -5.123], [-3.401, 1.263, -5.604], [-3.788, -0.887, -3.513], [-2.928, 3.271, -1.989], [-2.285, 4.118, -0.440], [-4.610, 2.518, -1.600], [-3.204, 4.597, -3.318], [0.543, 3.913, -5.833], [-1.157, 3.853, -5.331], [-0.399, 2.437, -6.082], [2.547, 2.126, -4.703], [1.538, 0.673, -4.625], [2.381, 1.232, -3.182], [1.724, 4.663, -3.190], [1.112, 3.937, -1.692], [0.035, 4.896, -2.705], [-0.509, -0.224, -5.718], [-1.663, -1.567, -5.787], [-0.622, -1.371, -4.367], [-2.735, 1.955, -6.125], [-4.207, 1.848, -5.147], [-3.855, 0.601, -6.351], [-3.334, -1.510, -2.738], [-4.221, -1.535, -4.284], [-4.596, -0.311, -3.051], [-2.142, 3.372, 0.348], [-2.990, 4.876, -0.079], [-1.323, 4.607, -0.619], [-4.485, 1.666, -0.924], [-5.104, 2.165, -2.512], [-5.267, 3.250, -1.118], [-2.280, 5.149, -3.522], [-3.959, 5.321, -2.989], [-3.549, 4.154, -4.257]],
  "atomic_forces_ev_per_a": [[0.1563, -0.2025, 0.2967], [0.0673, 0.0201, 0.0898], [-0.0334, -0.0439, -0.0410], [-0.0056, 0.0314, -0.0560], [0.0510, -0.0128, 0.0698], [-0.0574, 0.0061, -0.0329], [0.0413, -0.0748, 0.1000], [0.0736, 0.1542, -0.1149], [-0.0199, -0.0141, 0.0002], [-0.0180, -0.0168, -0.0001], [-0.0179, 0.0069, -0.0115], [0.0032, 0.0172, 0.0104], [0.0717, 0.0918, 0.0386], [-0.0158, -0.0478, -0.0723], [0.0352, -0.0817, 0.0502], [-0.0638, 0.0929, -0.0346], [0.0292, 0.0317, 0.0529], [-0.0104, -0.0091, -0.0255], [0.0380, -0.0290, 0.0458], [0.0573, -0.1015, -0.1102], [-0.0039, 0.0049, -0.0024], [0.0058, 0.0045, 0.0084], [-0.0086, 0.0185, -0.0015], [-0.0227, 0.0063, -0.0158], [0.0389, -0.0188, 0.0218], [0.0049, -0.0321, -0.0267], [-0.0718, 0.0157, 0.0682], [-0.0229, 0.0599, 0.0277], [0.0342, 0.0011, -0.0449], [-0.0112, 0.0165, -0.1223], [-0.0001, 0.0039, -0.0056], [0.0513, 0.0804, -0.1200], [-0.0016, -0.0269, 0.1009], [-0.0073, -0.0885, -0.0497], [0.0069, 0.0229, 0.0560], [-0.0020, -0.0431, 0.0440], [-0.0080, 0.0747, -0.0555], [-0.0491, -0.0156, 0.0184], [0.0531, -0.0050, -0.0233], [-0.0861, 0.2087, 0.0154], [-0.0277, -0.2016, -0.0540], [-0.0317, 0.0296, 0.0726], [-0.0330, -0.0985, 0.0440], [0.0342, 0.0142, -0.0360], [-0.0010, 0.0067, 0.0437], [0.0119, 0.0352, -0.0012], [-0.0423, 0.0174, -0.0138], [-0.0165, 0.0576, 0.0805], [-0.0100, -0.0476, 0.0265], [0.0168, -0.0405, 0.0007], [0.0282, 0.0238, -0.0256], [0.0172, 0.0092, -0.0069], [0.0016, -0.0261, -0.0230], [-0.0043, 0.0107, -0.0230], [0.0076, -0.0243, 0.0246], [-0.0041, -0.0310, -0.0466], [0.0013, 0.0144, -0.0067], [0.0030, 0.0259, -0.0167], [0.0159, 0.0473, 0.0018], [0.0018, -0.0343, -0.0129], [-0.0075, 0.0099, 0.0088], [-0.0168, 0.0212, 0.0250], [0.0070, -0.0183, -0.0114], [0.0657, 0.0192, -0.0257], [0.1366, -0.0866, 0.0499], [-0.0515, -0.0106, 0.0050], [-0.0002, -0.0083, -0.0081], [-0.0075, 0.0119, 0.0055], [-0.0021, 0.0002, -0.0120], [-0.0011, 0.0057, -0.0199], [-0.0138, 0.0058, 0.0112], [0.0108, 0.0287, -0.0425], [-0.0774, 0.0025, 0.0409], [0.0726, -0.0408, 0.0061], [0.0308, 0.0600, -0.0649], [-0.0015, -0.0706, 0.0051], [-0.3616, 0.1948, -0.1455], [0.0395, 0.0743, -0.0051], [0.0178, -0.0346, -0.0222], [-0.0595, -0.0230, -0.0495], [-0.0436, -0.0444, 0.0316], [0.0116, -0.0257, -0.0749], [0.0112, 0.0332, 0.0307], [-0.0446, -0.0212, 0.0114], [-0.0246, 0.0567, -0.0040], [-0.0374, -0.0277, 0.0130], [0.0425, -0.0466, -0.0029], [-0.0127, 0.0471, 0.0268], [-0.0120, -0.0249, 0.0250], [0.0178, 0.0412, 0.0341], [-0.0582, 0.0106, -0.0909], [-0.0329, -0.0165, 0.0348], [-0.0076, 0.0075, 0.0064], [0.0407, -0.0381, -0.0093], [-0.0159, -0.0378, 0.0399], [0.0199, 0.0345, 0.0262], [-0.0263, 0.0445, -0.0532], [-0.0268, -0.0160, 0.0338], [0.0623, -0.0279, -0.0334], [0.0212, 0.0358, 0.0310], [-0.0374, 0.0526, -0.0492], [0.0082, 0.0208, 0.0451], [0.0568, -0.0452, -0.0104], [-0.0032, 0.0392, -0.0309], [0.0290, -0.0388, -0.0075], [-0.0397, -0.0228, 0.0278], [-0.0146, 0.0400, -0.0525], [0.0293, 0.0027, 0.0665], [0.0265, -0.0292, -0.0281], [-0.0546, -0.0307, -0.0143], [0.0405, -0.0369, -0.0097], [0.0432, 0.0286, 0.0600]],
  "total_charge": -2,
  "molar_mass_da": 1171.07,
  "homo_lumo_gap_ev": 5.43,
  "e_homo_ev": -1.743,
  "energy_ha": -8699.7932
}


{
  "formula": "C7H4N2O2",
  "method": "ωB97M-V with the def2-TZVPD basis set",
  "symbols": ["C", "C", "C", "C", "C", "C", "C", "H", "H", "H", "H", "N", "N", "O", "O"],
  "positions_angstrom": [[-1.082, -0.436, -0.309], [-0.978, 1.070, -0.210], [0.355, 1.648, -0.352], [1.477, 0.966, -0.179], [1.305, -0.407, -0.174], [0.133, -1.193, -0.338], [2.624, -1.020, 0.261], [-1.824, 1.957, 0.141], [0.427, 2.755, -0.328], [2.411, 1.303, 0.287], [0.023, -2.216, -0.736], [-2.474, -0.869, 0.121], [3.668, -1.562, 0.948], [-3.414, 0.160, 1.431], [-2.650, -2.156, -0.562]],
  "atomic_forces_ev_per_a": [[-1.5510, 4.9422, 2.7749], [0.5628, 0.2952, 0.3423], [-4.3112, 3.0869, 0.4525], [0.7041, -2.0597, 1.2244], [2.5483, -3.1187, 0.5565], [-1.2572, 1.3704, -1.2508], [8.3527, -5.8733, 6.3182], [2.1062, -3.4983, -1.4097], [-0.3222, -0.7734, -0.0264], [-0.3285, 0.5099, -1.0324], [0.6959, 0.2852, 1.1899], [1.2229, -6.2639, -3.9167], [-10.4099, 5.5637, -7.1154], [1.9346, -2.3696, -2.9855], [0.0524, 7.9035, 4.8782]],
  "molar_mass_da": 148.12,
  "homo_lumo_gap_ev": 6.88,
  "e_homo_ev": -10.157,
  "energy_ha": -528.6350
}


{
  "formula": "C5H12N2O",
  "method": "ωB97M-V with the def2-TZVPD basis set",
  "symbols": ["C", "C", "C", "N", "C", "N", "C", "O", "H", "H", "H", "H", "H", "H", "H", "H", "H", "H", "H", "H"],
  "positions_angstrom": [[-2.373, 0.047, -0.734], [-0.994, 0.602, -0.447], [0.145, -0.390, -0.478], [0.394, -1.191, -1.719], [1.438, 0.321, 0.002], [1.843, -0.101, 1.352], [1.310, 0.425, 2.490], [0.568, 1.391, 2.397], [-3.141, 0.724, -0.339], [-2.576, -0.889, -0.209], [-2.431, -0.173, -1.816], [-0.765, 1.380, -1.178], [-1.010, 1.218, 0.453], [-0.018, -1.073, 0.361], [0.112, -0.692, -2.557], [-0.248, -1.958, -1.550], [1.590, 1.396, -0.137], [2.249, -0.043, -0.653], [2.305, -0.997, 1.318], [1.602, 0.001, 3.445]],
  "atomic_forces_ev_per_a": [[-0.0419, -0.3532, -0.1591], [-0.3592, 0.8851, -0.5741], [1.0109, 0.9479, 0.8577], [-0.7547, 0.3387, 1.5710], [1.6324, -0.5347, -0.6086], [0.1817, -0.3176, -0.2472], [-0.5518, 1.1184, -1.7729], [0.1065, -0.2707, 0.7587], [0.0408, 0.0222, -0.7315], [0.2696, -0.1662, 0.0613], [-0.5884, 0.2580, 0.4968], [-0.0437, 0.0154, -0.4639], [0.3087, -0.6198, 0.4459], [-0.1954, -0.4971, -0.4177], [-0.1333, -0.0126, 0.1244], [0.0722, -0.2581, -0.9216], [-1.0042, 0.0334, 0.4199], [-0.2662, -0.2498, 0.2558], [0.0742, 0.0790, 0.6806], [0.2420, -0.4180, 0.2246]],
  "molar_mass_da": 116.16,
  "homo_lumo_gap_ev": 10.37,
  "e_homo_ev": -9.433,
  "energy_ha": -382.4495
}